<w>
6 unconnected molecules or ions with the total composition H13O6, computed with ωB97M-V/def2-TZVPD.

Each line ends with the Löwdin charge.
Geometry (Å):
1 H 2.00034 -2.06592 4.08616  0.044
2 H -2.23920 2.41901 -0.26786  0.073
3 H -3.16087 0.59808 -1.81719  0.051
4 H 2.44023 0.47855 0.98255  0.082
5 H 0.35007 -1.89902 -3.02424  0.089
6 H -3.04591 -0.88928 -2.08777  0.058
7 H 1.67542 -1.31286 2.79615  0.000
8 H 0.02656 -0.76620 -1.11959  0.095
9 H 0.46998 -0.07240 0.35346  0.100
10 O -2.81176 -0.21665 -1.43737  -0.035
11 H 1.74435 -1.31972 -2.74420  0.090
12 H -0.78930 0.55595 -0.50590  0.090
13 H 1.83142 1.51391 1.92477  0.092
14 O 1.66086 -1.22823 3.75234  -0.057
15 O -0.25369 -0.25460 -0.29911  0.195
16 O 1.59979 0.76277 1.36585  -0.021
17 H -0.99953 2.87585 0.49924  0.080
18 O -1.33866 2.15780 -0.04630  -0.019
19 O 0.83988 -1.33705 -2.41100  -0.007

For the lowest unoccupied orbital energy, the calculation gives -3.2 eV. As for the charge: +1. The calculation puts the HOMO energy at -14.06 eV.

<x>
6 unconnected molecules or ions with the total composition H13O6, computed with ωB97M-V/def2-TZVPD.

Each line ends with the Löwdin charge.
Geometry (Å):
1 H 36.11400 41.32300 24.30700  0.158
2 H 40.14900 38.95400 28.13400  0.168
3 H 35.79400 40.08400 25.26400  -0.039
4 H 37.81000 39.55300 25.17200  0.136
5 O 39.19700 38.93700 27.67300  -0.050
6 H 40.77700 41.45400 22.16100  -0.016
7 O 36.23000 40.32500 24.55300  0.006
8 H 39.17700 39.14200 26.04800  0.038
9 H 41.87400 38.97100 24.93500  0.014
10 O 38.83100 39.50800 25.23600  0.165
11 H 40.67800 40.05400 22.83600  0.036
12 H 38.59100 36.49900 23.08200  0.137
13 O 40.18300 40.84800 22.47900  -0.042
14 H 37.68300 37.55500 23.05000  0.029
15 O 41.48800 38.45400 24.28100  -0.051
16 O 38.47800 37.42600 23.51100  -0.047
17 H 41.50300 37.42300 24.19500  0.139
18 H 38.52900 39.04400 28.32900  0.055
19 H 39.21300 38.81600 24.49300  0.164

For the lowest unoccupied orbital energy, the calculation gives -3.3 eV. As for the charge: +1. The calculation puts the HOMO energy at -14.08 eV.

What are the relative energies? In kJ/mol: <w> 0.0; <x> 168.4.